(1)
The following is a DFT calculation (the ωB97M-V functional and the def2-TZVPD basis) of a 8-piece molecular cluster, C32H68F5IN9O8S overall in a non-equilibrium geometry.

Each line ends with the Löwdin charge.
Cartesian coordinates (Å):
C (0.7991, -5.4177, 4.0636)  -0.1700
C (1.6128, -4.7113, 2.9791)  -0.7373
I (0.3527, -4.4367, 1.2735)  0.9864
C (2.1620, -3.4143, 3.5689)  -0.2467
C (2.9982, -2.6157, 2.5819)  -0.2736
C (4.5151, -2.7040, 2.8280)  -0.1184
O (5.2417, -1.5432, 2.5214)  -0.0598
C (4.7898, -0.2715, 2.9480)  -0.1079
C (3.3000, -0.1931, 3.3798)  -0.2638
C (3.0966, -0.4682, 4.8823)  -0.0851
C (4.1986, -1.1410, 5.7076)  -0.2282
N (3.7568, -2.3452, 6.4435)  0.0215
C (2.9017, 1.2695, 3.0203)  -0.3549
F (3.8956, 2.0603, 3.5208)  0.1419
F (2.9062, 1.4263, 1.6593)  0.1073
C (1.5378, 1.8610, 3.5732)  -0.5300
F (0.8191, 0.9990, 4.2993)  0.1105
F (0.7791, 2.2657, 2.5344)  0.1247
F (1.8008, 2.9350, 4.3405)  0.1770
N (2.6393, -1.1512, 2.4065)  -0.2522
S (0.8897, -0.8940, 2.1915)  0.9816
H (0.1536, -4.6943, 4.5571)  0.0761
H (0.1608, -6.1916, 3.6615)  0.0565
H (1.4576, -5.8222, 4.8280)  0.0854
H (2.4433, -5.3577, 2.7195)  0.0973
H (2.8138, -3.7477, 4.3728)  0.1017
H (1.3554, -2.8677, 4.0462)  0.0899
H (2.8124, -3.0543, 1.6015)  0.0591
H (4.8903, -3.4767, 2.1645)  0.1450
H (4.7176, -3.0735, 3.8325)  0.1111
H (5.4101, 0.0859, 3.7620)  0.1399
H (4.9748, 0.4007, 2.1165)  0.1417
H (2.9012, 0.4870, 5.3549)  0.1094
H (2.1580, -1.0022, 5.0028)  0.1063
H (5.1035, -1.4305, 5.1849)  0.1047
H (4.5073, -0.4437, 6.4775)  0.1076
H (2.7623, -2.4885, 6.3716)  0.0517
H (4.2327, -3.1638, 6.0984)  0.0550
H (3.0636, -0.8975, 1.5137)  0.1327
H (0.8231, -1.3827, 0.9423)  -0.1051
C (3.7429, -4.1037, -2.5218)  0.0019
C (3.2978, -3.3495, -1.3076)  -0.5167
O (3.1108, -3.8938, -0.2210)  -0.0794
N (3.0835, -2.0149, -1.4676)  0.0194
C (3.2307, -1.2239, -2.6825)  -0.0519
H (3.8639, -5.1515, -2.2640)  0.0918
H (2.9886, -4.0031, -3.3145)  0.0482
H (4.6987, -3.7159, -2.8787)  0.0957
H (2.7802, -1.5446, -0.6336)  0.1006
H (3.9704, -0.4373, -2.5286)  0.0861
H (2.2779, -0.7658, -2.9469)  0.0897
H (3.5496, -1.8518, -3.5050)  0.0763
C (-2.3507, 6.2607, -0.3040)  0.0040
C (-2.0903, 4.7984, -0.5622)  -0.5279
O (-2.3363, 4.2819, -1.6391)  0.0156
N (-1.5669, 4.0561, 0.4528)  0.0109
C (-1.2094, 4.4771, 1.7952)  -0.0789
H (-2.7695, 6.6993, -1.2045)  0.0797
H (-3.0647, 6.3858, 0.5109)  0.0880
H (-1.4243, 6.7785, -0.0515)  0.0873
H (-1.4195, 3.0916, 0.2045)  0.1301
H (-0.1505, 4.3054, 1.9615)  0.0616
H (-1.7814, 3.9020, 2.5265)  0.0848
H (-1.4165, 5.5306, 1.9449)  0.0777
C (-0.0078, -5.1782, -6.0196)  0.0023
C (1.3889, -4.6938, -5.7264)  -0.5275
O (1.6415, -3.9669, -4.7690)  -0.0044
N (2.3714, -5.0887, -6.5653)  0.0171
C (2.2639, -5.9381, -7.7408)  -0.0623
H (-0.6873, -4.7865, -5.2698)  0.0648
H (-0.3321, -4.8299, -7.0004)  0.0948
H (-0.0465, -6.2674, -5.9898)  0.0905
H (3.2814, -4.7317, -6.3219)  0.1414
H (2.8878, -6.8236, -7.6174)  0.0866
H (2.5993, -5.3940, -8.6237)  0.0880
H (1.2391, -6.2535, -7.8960)  0.0736
C (-1.5476, 6.4554, -6.7792)  -0.0196
C (-2.7362, 6.6912, -5.8708)  -0.5584
O (-3.4029, 7.7114, -5.9446)  0.0248
N (-3.0309, 5.7226, -4.9694)  0.0255
C (-2.3402, 4.4629, -4.7561)  -0.0773
H (-1.4405, 7.3112, -7.4380)  0.0784
H (-0.6327, 6.3428, -6.1962)  0.0782
H (-1.6970, 5.5611, -7.3852)  0.0791
H (-3.8307, 5.9328, -4.3854)  0.1003
H (-3.0270, 3.6281, -4.9218)  0.0798
H (-1.9850, 4.4167, -3.7258)  0.0476
H (-1.5021, 4.3667, -5.4395)  0.0662
C (-3.5806, -0.5876, -5.5649)  -0.0109
C (-3.4382, -2.0508, -5.9142)  -0.5538
O (-3.5760, -2.4647, -7.0494)  0.0395
N (-3.1414, -2.9118, -4.8984)  0.0023
C (-2.9422, -2.6100, -3.4937)  -0.0808
H (-3.8137, -0.0376, -6.4703)  0.0840
H (-4.3872, -0.4395, -4.8458)  0.0836
H (-2.6517, -0.1983, -5.1462)  0.0823
H (-3.0618, -3.8690, -5.2008)  0.1274
H (-1.9380, -2.9100, -3.1839)  0.0757
H (-3.6714, -3.1573, -2.8933)  0.0825
H (-3.0632, -1.5488, -3.3073)  0.0687
C (-5.8243, 3.9962, -1.6936)  -0.0033
C (-5.9842, 5.4355, -2.1256)  -0.5315
O (-5.0586, 6.0670, -2.6082)  0.0273
N (-7.2009, 6.0122, -1.9599)  0.0130
C (-8.4083, 5.4247, -1.4094)  -0.0740
H (-4.7997, 3.6930, -1.8911)  0.0637
H (-6.0264, 3.8901, -0.6266)  0.0841
H (-6.5028, 3.3496, -2.2517)  0.0852
H (-7.2368, 6.9702, -2.2716)  0.1434
H (-9.2067, 5.4463, -2.1522)  0.0851
H (-8.7333, 5.9878, -0.5333)  0.0833
H (-8.2359, 4.3954, -1.1160)  0.0692
C (0.1142, 0.8610, 7.5288)  -0.0020
C (1.1773, -0.0884, 8.0291)  -0.5306
O (2.3571, 0.0230, 7.7182)  0.0253
N (0.7855, -1.0863, 8.8551)  0.0172
C (-0.5519, -1.3809, 9.3440)  -0.0649
H (0.5806, 1.6041, 6.8911)  0.0687
H (-0.6443, 0.3265, 6.9547)  0.0860
H (-0.3662, 1.3713, 8.3633)  0.0919
H (1.5444, -1.6784, 9.1575)  0.1440
H (-0.5694, -1.3288, 10.4326)  0.0887
H (-0.8481, -2.3851, 9.0389)  0.0844
H (-1.2714, -0.6717, 8.9515)  0.0723

Cartesian forces, eV/Å:
C -0.1 0.4 0.0
C -0.3 -0.1 0.8
I -0.2 -0.2 0.0
C 0.2 -0.3 -0.1
C 0.3 -0.2 0.0
C 0.0 -0.5 0.3
O -0.3 0.2 -0.5
C 0.4 -0.1 0.3
C 0.9 0.2 -0.1
C -0.3 0.0 -0.4
C 0.0 -0.7 1.0
N 0.2 0.1 -0.4
C 0.3 0.2 0.0
F -0.6 -0.4 -0.3
F 0.0 -0.1 0.6
C -0.2 1.2 -0.3
F 0.2 0.1 -0.1
F 0.4 -0.3 0.7
F -0.3 -0.8 -0.4
N -0.4 -0.1 -0.1
S -0.4 0.2 0.2
H -0.2 0.1 0.0
H 0.1 -0.3 0.0
H 0.1 -0.2 0.0
H 0.0 0.0 -0.6
H 0.1 0.1 0.2
H -0.1 0.3 -0.1
H 0.0 0.3 -0.3
H 0.1 0.0 -0.2
H 0.0 0.3 0.3
H 0.0 0.0 0.2
H -0.1 0.0 -0.2
H 0.0 0.2 0.1
H -0.1 -0.1 0.1
H 0.0 0.2 -0.4
H 0.0 0.4 -0.1
H -0.1 0.0 0.2
H -0.1 -0.2 0.0
H 0.0 0.1 -0.1
H 0.2 -0.2 0.0
C -0.1 -0.1 -0.1
C 0.0 -0.1 -0.1
O 0.3 0.4 0.0
N 0.1 -0.2 -0.1
C -0.1 0.1 0.3
H 0.0 0.0 0.1
H 0.3 -0.1 0.1
H 0.0 0.0 -0.1
H -0.1 0.1 0.0
H 0.0 0.0 -0.1
H 0.0 0.0 -0.1
H 0.0 0.0 0.0
C 0.0 0.0 -0.1
C -0.1 0.2 0.0
O 0.1 -0.2 0.2
N 0.0 0.1 0.1
C -0.1 -0.2 -0.2
H 0.0 -0.1 0.0
H 0.0 0.1 0.1
H 0.0 0.0 0.1
H 0.0 0.0 0.0
H 0.1 0.1 0.1
H 0.0 0.1 0.1
H -0.1 0.0 -0.1
C 0.0 0.0 0.0
C 0.0 0.1 0.0
O -0.2 0.0 -0.1
N -0.1 -0.1 0.0
C 0.2 0.1 0.1
H 0.1 0.1 0.1
H -0.1 -0.1 0.0
H 0.0 0.0 -0.1
H 0.0 0.0 0.0
H 0.0 0.0 -0.1
H 0.0 -0.1 -0.1
H 0.0 0.0 0.0
C 0.0 0.0 0.0
C -0.1 0.0 0.0
O 0.0 0.0 0.0
N 0.0 0.0 -0.2
C -0.2 0.3 0.2
H -0.1 0.0 0.0
H 0.0 -0.1 0.0
H 0.1 0.0 0.0
H 0.1 0.0 0.2
H 0.1 -0.1 0.0
H 0.0 -0.1 -0.2
H 0.0 0.0 0.0
C 0.0 0.0 0.0
C 0.0 0.0 0.0
O 0.0 0.0 -0.1
N 0.0 0.2 0.1
C 0.0 -0.4 -0.2
H 0.0 -0.1 -0.1
H 0.0 0.0 0.1
H 0.0 0.0 0.1
H 0.0 0.0 0.0
H 0.0 0.1 0.1
H 0.0 0.1 0.1
H 0.0 0.0 0.0
C 0.1 0.0 0.0
C -0.1 0.0 0.0
O 0.1 0.1 -0.1
N 0.0 -0.1 0.1
C 0.1 0.3 -0.1
H 0.0 0.1 0.0
H -0.1 -0.1 0.0
H 0.0 0.0 0.1
H 0.0 0.0 0.0
H 0.0 -0.1 0.0
H -0.1 -0.1 0.0
H 0.0 0.0 0.0
C 0.1 0.0 0.0
C 0.1 -0.1 0.2
O -0.1 0.2 -0.2
N -0.1 0.0 -0.1
C 0.3 -0.1 0.1
H 0.1 0.0 0.0
H -0.1 0.0 0.1
H -0.1 0.0 0.0
H 0.0 0.0 0.0
H -0.1 0.0 0.0
H -0.1 0.0 0.0
H 0.0 0.0 0.0

Its total charge is +1. The frontier orbital gap is 6.4 eV. The total energy comes out at -3549.847352 hartree. The HOMO energy comes out at -9.65 eV.

***

(2)
The following is a DFT calculation (the ωB97M-V functional and the def2-TZVPD basis) of a 12-piece molecular cluster, C32H68N4O8S8 overall in a non-equilibrium geometry.

Each line ends with the Löwdin charge.
Cartesian coordinates (Å):
C (2.4986, 5.6176, 3.7398)  -0.2481
S (2.2084, 3.8300, 3.6804)  0.7863
O (1.3946, 3.4417, 4.8304)  -0.5208
C (1.0293, 3.9468, 2.3348)  -0.2700
H (2.6351, 6.0192, 2.7412)  0.0489
H (3.4200, 5.7715, 4.3037)  0.0443
H (1.6701, 6.0561, 4.2918)  0.0616
H (0.1211, 4.4048, 2.7390)  0.0682
H (0.6851, 2.9256, 2.1215)  0.0316
H (1.3332, 4.4103, 1.3991)  0.0501
C (-2.5529, -2.9049, 1.8336)  -0.2596
S (-4.3084, -3.1310, 1.5240)  0.7807
O (-4.9227, -3.5804, 2.7871)  -0.5407
C (-4.8354, -1.4583, 1.2305)  -0.2507
H (-2.3650, -3.7243, 2.5348)  0.0617
H (-2.2591, -1.9895, 2.3357)  0.0480
H (-2.0161, -3.0483, 0.9024)  -0.0012
H (-4.5789, -0.7686, 2.0416)  0.0533
H (-5.9247, -1.4990, 1.2735)  0.0573
H (-4.4123, -1.0473, 0.3207)  0.0430
C (-3.6005, 1.6075, 6.0836)  -0.2686
S (-3.9492, 2.1682, 4.4040)  0.8026
O (-3.7579, 3.6425, 4.3578)  -0.5632
C (-2.4088, 1.5169, 3.7521)  -0.2697
H (-4.3863, 1.8162, 6.7980)  0.0466
H (-2.6567, 2.0868, 6.3536)  0.0593
H (-3.4283, 0.5324, 6.0070)  0.0452
H (-2.4426, 1.5211, 2.6625)  0.0256
H (-2.2506, 0.5040, 4.1138)  0.0450
H (-1.6334, 2.2431, 4.0010)  0.0549
C (3.3570, -2.5473, 2.1312)  -0.2636
S (2.0713, -3.0138, 3.2792)  0.8054
O (2.5211, -2.5862, 4.6284)  -0.5444
C (0.8732, -1.8192, 2.7113)  -0.2654
H (3.0137, -2.6614, 1.1018)  0.0196
H (4.2465, -3.1470, 2.2913)  0.0598
H (3.5515, -1.4739, 2.2147)  0.0446
H (-0.0292, -1.9107, 3.3077)  0.0453
H (0.6210, -2.0355, 1.6678)  0.0202
H (1.2919, -0.8120, 2.7443)  0.0556
C (3.8701, -3.9905, -1.0531)  -0.2383
S (2.9411, -3.0422, -2.2629)  0.7937
O (3.4065, -1.6395, -2.2196)  -0.5367
C (3.4223, -3.8142, -3.7715)  -0.2623
H (3.1766, -4.5178, -0.4046)  0.0328
H (4.3705, -3.1895, -0.5066)  0.0431
H (4.6551, -4.6709, -1.3840)  0.0665
H (3.0138, -4.8292, -3.7262)  0.0527
H (4.4844, -3.8445, -3.9991)  0.0674
H (2.8487, -3.3130, -4.5511)  0.0560
C (-1.5293, -5.6901, 0.1759)  -0.2448
S (-0.6891, -4.5263, -0.9017)  0.8273
O (-0.1194, -3.3883, -0.1604)  -0.5582
C (0.6263, -5.6925, -1.2929)  -0.2539
H (-2.4608, -5.2150, 0.4928)  0.0215
H (-0.9434, -5.7924, 1.0960)  0.0747
H (-1.7089, -6.6647, -0.2643)  0.0609
H (1.1659, -5.9991, -0.3855)  0.0669
H (1.3663, -5.2878, -1.9687)  0.0033
H (0.1165, -6.6158, -1.5660)  0.0530
C (-0.9439, -0.4182, -1.4104)  -0.2413
S (-0.1571, 0.9496, -0.5535)  0.8271
O (-0.8625, 1.1593, 0.7354)  -0.5479
C (1.4121, 0.1319, -0.1783)  -0.2265
H (-2.0267, -0.3423, -1.2474)  0.0439
H (-0.6468, -1.3893, -1.0001)  0.0240
H (-0.8569, -0.3413, -2.4933)  0.0352
H (2.1140, 0.5222, -0.9150)  0.0303
H (1.4076, -0.9541, -0.2319)  0.0292
H (1.6440, 0.4648, 0.8319)  0.0351
C (-3.7928, 4.8003, -2.5396)  -0.2512
S (-3.6929, 3.2290, -1.6769)  0.7951
O (-5.0281, 2.6639, -1.4195)  -0.5430
C (-3.0669, 2.2945, -3.0747)  -0.2452
H (-4.1204, 4.6445, -3.5716)  0.0511
H (-2.8210, 5.2939, -2.5938)  0.0401
H (-4.5099, 5.4558, -2.0482)  0.0550
H (-3.1767, 1.2558, -2.7608)  0.0294
H (-2.0227, 2.5466, -3.2304)  0.0278
H (-3.7113, 2.4365, -3.9406)  0.0600
N (-0.4660, 5.5622, -0.7593)  0.0185
C (-0.6251, 4.2317, -1.0502)  -0.1987
C (-0.0778, 3.9891, -2.2718)  -0.1422
C (0.4545, 5.2185, -2.7521)  -0.0940
C (0.1818, 6.1729, -1.8044)  -0.1372
H (-0.6313, 6.0253, 0.1140)  0.1428
H (-1.0437, 3.5453, -0.3337)  0.0704
H (0.0259, 3.0170, -2.7151)  0.0497
H (0.9848, 5.3258, -3.6818)  0.0849
H (0.3395, 7.2379, -1.7666)  0.1040
N (4.6716, 1.3554, 3.1675)  0.0133
C (5.5577, 0.4298, 3.6260)  -0.1317
C (6.1331, -0.1568, 2.5328)  -0.1194
C (5.5598, 0.4421, 1.3703)  -0.1245
C (4.6684, 1.3623, 1.7928)  -0.1601
H (4.1948, 2.0229, 3.7474)  0.0857
H (5.6774, 0.1906, 4.6678)  0.1138
H (6.8495, -0.9606, 2.5592)  0.0896
H (5.7045, 0.1617, 0.3401)  0.0897
H (3.8943, 1.9315, 1.3033)  0.0984
N (-4.1132, -4.4292, -2.6958)  0.0133
C (-2.9795, -3.9488, -3.2997)  -0.1797
C (-3.0844, -2.5915, -3.3672)  -0.1081
C (-4.2436, -2.2411, -2.6095)  -0.1151
C (-4.8925, -3.3916, -2.2662)  -0.1406
H (-4.2360, -5.3938, -2.4510)  0.1421
H (-2.1941, -4.5957, -3.6435)  0.0959
H (-2.3471, -1.9038, -3.7460)  0.0841
H (-4.6751, -1.2591, -2.4924)  0.0939
H (-5.8274, -3.5334, -1.7571)  0.1105
N (2.8844, 1.1579, -3.5426)  0.0243
C (2.6264, 2.4173, -4.0621)  -0.1288
C (1.4449, 2.3602, -4.7543)  -0.1261
C (0.9474, 1.0152, -4.6126)  -0.1052
C (1.8536, 0.3070, -3.8460)  -0.1536
H (3.6225, 0.9773, -2.8873)  0.1309
H (3.3685, 3.1967, -4.0257)  0.1083
H (0.9928, 3.2100, -5.2363)  0.0912
H (0.0026, 0.6400, -4.9740)  0.0853
H (1.8179, -0.6822, -3.4219)  0.0719

Cartesian forces, eV/Å:
C 0.6 -0.3 0.7
S 0.3 0.8 -1.5
O -0.4 -0.3 1.1
C -1.1 -1.0 -0.2
H -0.1 0.0 -0.1
H -0.1 0.1 0.0
H -0.1 0.1 -0.2
H 0.2 0.4 0.1
H 0.3 0.0 -0.1
H 0.4 0.1 0.1
C -0.2 -0.3 0.4
S 0.2 -0.1 -0.7
O -0.3 -0.1 0.7
C -0.2 0.7 0.8
H 0.2 0.0 -0.2
H -0.2 0.3 -0.1
H 0.1 0.2 0.1
H 0.3 -0.3 0.1
H 0.0 0.0 -0.6
H -0.2 -0.2 -0.4
C 0.6 -0.2 -0.2
S 0.1 0.1 0.0
O -0.3 0.1 0.1
C -0.1 0.1 -0.7
H -0.2 0.2 -0.1
H -0.1 0.0 0.2
H -0.2 0.0 0.2
H -0.2 -0.1 0.0
H 0.3 0.0 0.0
H 0.1 -0.3 0.5
C -0.2 0.7 -0.7
S -0.1 -0.2 0.2
O 0.0 0.0 0.0
C -0.1 0.2 -0.7
H -0.2 -0.3 0.1
H 0.1 0.0 0.2
H 0.3 -0.1 0.4
H 0.1 0.1 0.2
H 0.0 -0.2 0.2
H 0.0 0.0 0.4
C 0.7 0.2 0.3
S -1.1 -0.3 0.3
O 0.7 0.3 0.0
C -0.2 -0.5 -0.6
H 0.0 0.1 0.1
H -0.1 -0.1 0.2
H -0.2 0.0 -0.5
H 0.2 0.0 0.1
H 0.1 0.2 0.1
H 0.2 0.2 -0.1
C -0.1 0.7 1.4
S -0.1 -1.0 -1.7
O 0.5 0.3 0.9
C 0.2 -0.6 1.3
H -0.1 -0.2 -0.3
H 0.1 -0.1 -0.2
H 0.0 0.1 -0.3
H -0.1 0.4 0.1
H -0.3 0.0 -0.5
H 0.2 0.1 -0.8
C -1.0 -0.5 0.2
S 0.3 -0.2 -0.7
O -0.3 -0.1 0.6
C 0.0 0.3 -0.2
H 0.2 0.3 0.3
H 0.1 0.2 -0.3
H 0.6 0.0 0.0
H 0.2 -0.1 0.2
H -0.3 0.0 0.0
H 0.2 0.1 -0.1
C -0.4 0.4 -0.8
S 1.0 -0.1 0.2
O -0.9 0.1 -0.1
C -0.1 -0.3 0.3
H -0.2 0.0 0.1
H 0.1 -0.2 0.3
H 0.0 -0.1 0.2
H 0.2 0.0 0.0
H 0.0 0.0 -0.3
H 0.1 0.2 -0.1
N 0.2 0.0 -0.5
C 0.1 0.0 0.8
C 0.4 0.2 0.0
C -0.2 -0.1 0.0
C 0.0 0.1 0.0
H -0.3 -0.2 0.1
H -0.1 0.1 0.1
H 0.0 0.0 -0.1
H 0.0 0.3 -0.1
H 0.2 0.0 -0.1
N 0.0 0.1 0.2
C 0.2 -0.2 -0.3
C 0.1 -0.2 -0.2
C 0.4 -0.8 -0.3
C -1.1 0.6 0.9
H -0.2 0.0 -0.1
H 0.0 0.2 0.1
H 0.1 0.0 0.0
H 0.2 0.0 0.0
H 0.3 0.2 -0.3
N 0.4 -0.4 0.2
C -0.3 0.0 -0.5
C 0.2 0.3 1.1
C -0.6 0.5 -0.8
C 0.4 0.1 0.1
H -0.2 0.0 0.0
H -0.1 -0.2 -0.1
H 0.0 -0.1 -0.2
H 0.1 0.1 0.1
H 0.0 -0.1 0.1
N -0.3 0.8 -0.1
C 0.1 -0.8 -0.3
C 0.2 -0.7 0.4
C 0.2 0.4 0.3
C -0.4 0.7 -0.2
H 0.1 -0.3 -0.1
H -0.1 0.1 0.3
H -0.1 -0.1 -0.2
H 0.1 0.0 -0.1
H 0.0 0.1 -0.2

The frontier orbital gap is 8.0 eV. The total energy comes out at -5266.214146 hartree. The HOMO energy comes out at -8.22 eV.